Formula: C5H14S
Source: the Open Molecules 2025 dataset
Level of theory: ωB97M-V with the def2-TZVPD basis set

Last column: Mulliken charge in e.
Atoms and positions in Å:
H -0.061 -2.140 -1.047  0.254
H -0.812 2.497 -0.145  0.254
H -0.868 3.072 1.510  0.335
C -1.431 0.960 1.291  -0.333
H -0.954 -0.168 -0.678  0.323
H 2.203 -0.515 -2.156  0.405
H -0.682 -1.018 0.845  0.347
H -2.445 1.306 1.513  0.377
C 1.000 -2.104 -1.273  -0.826
H 1.183 -0.086 0.909  0.060
S 2.298 0.065 0.151  -0.196
H 1.177 -2.670 -2.181  0.347
H -2.193 -0.819 0.450  0.324
H 1.814 -2.536 -0.652  0.266
C 1.493 -0.660 -1.349  -0.604
H 0.785 0.118 -1.658  0.313
H 0.518 2.040 0.895  0.186
C -1.256 -0.207 0.358  -1.157
H -1.171 0.661 2.336  0.248
C -0.601 2.203 0.883  -0.921

Computed properties:
spin multiplicity	1
HOMO energy	-8.98	eV
maximum force	0.0761	Eh/bohr
M	106.23	g mol⁻¹
SMILES	CCC.CCS